[1]
DFT (ωB97M-V with the def2-TZVPD basis set) results for a single CH5FOP2 molecule.

Output
LUMO, eV: 0.0821
M, g mol⁻¹: 114.00
Net charge: 0
SMILES string: CP(F)#[PH]O
Gap between HOMO and LUMO, eV: 8.77

Each line ends with the Mulliken charge.
Geometry (Å):
C  1.188  -0.983  0.149  -0.89
P  0.821  0.840  -0.164  0.34
F  1.454  1.317  1.329  -0.34
P  -1.298  0.780  0.491  0.10
O  -1.606  -0.029  -0.944  -0.47
H  1.901  -1.192  0.826  0.37
H  1.480  -1.463  -0.826  0.28
H  0.241  -1.543  0.563  0.25
H  -1.689  2.098  -0.049  0.04
H  -2.491  0.173  -1.374  0.30

[2]
DFT (ωB97M-V with the def2-TZVPD basis set) results for 8 unconnected molecules or ions with the total composition C36H37Cl6N5O10.

Output
LUMO, eV: -0.9775
M, g mol⁻¹: 912.44
Net charge: 0
SMILES string: O=[N+]([O-])c1ccccc1.O=[N+]([O-])c1ccccc1.O=[N+]([O-])c1ccccc1.O=[N+]([O-])c1ccccc1.O=[N+]([O-])c1ccccc1.ClCCCl.ClCCCl.ClCCCl
Gap between HOMO and LUMO, eV: 8.83

Each line ends with the Mulliken charge.
Geometry (Å):
O  -2.196  -3.302  -0.542  -0.55
N  -2.010  -2.486  0.324  1.16
O  -1.165  -1.599  0.296  -0.34
C  -2.879  -2.548  1.482  -0.20
C  -2.831  -1.575  2.456  -0.35
C  -3.823  -1.555  3.436  -0.50
C  -4.755  -2.578  3.532  -0.64
C  -4.756  -3.581  2.572  -0.32
C  -3.792  -3.582  1.571  -0.48
H  -2.077  -0.798  2.475  0.59
H  -3.807  -0.760  4.166  0.45
H  -5.574  -2.552  4.240  0.39
H  -5.535  -4.329  2.508  0.41
H  -3.779  -4.357  0.814  0.45
O  1.728  1.870  -7.241  -0.58
N  2.857  2.317  -7.242  0.97
O  3.451  2.718  -8.222  -0.59
C  3.566  2.372  -5.977  0.20
C  4.631  3.235  -5.830  -0.58
C  5.319  3.238  -4.628  -0.56
C  4.879  2.476  -3.544  -0.61
C  3.811  1.617  -3.718  0.13
C  3.163  1.554  -4.945  -0.35
H  5.032  3.795  -6.663  0.42
H  6.236  3.808  -4.549  0.38
H  5.457  2.561  -2.635  0.32
H  3.349  1.100  -2.885  0.33
H  2.311  0.895  -5.047  0.50
O  -2.846  3.831  1.170  -0.60
N  -3.277  3.416  2.227  1.10
O  -4.428  3.086  2.432  -0.61
C  -2.339  3.327  3.340  0.10
C  -0.986  3.187  3.081  -0.24
C  -0.100  3.166  4.133  -0.42
C  -0.552  3.465  5.404  -0.47
C  -1.909  3.645  5.659  -0.52
C  -2.800  3.590  4.611  -0.43
H  -0.645  3.243  2.055  0.47
H  0.931  2.891  3.960  0.43
H  0.130  3.518  6.245  0.38
H  -2.270  3.773  6.669  0.39
H  -3.856  3.787  4.762  0.42
O  -3.067  -1.871  -3.264  -0.61
N  -3.359  -0.814  -2.753  1.12
O  -2.668  0.193  -2.823  -0.65
C  -4.535  -0.792  -1.875  -0.38
C  -5.229  -1.964  -1.694  0.08
C  -6.272  -2.006  -0.775  -0.58
C  -6.502  -0.898  0.046  -0.50
C  -5.774  0.265  -0.133  -0.61
C  -4.767  0.318  -1.091  -0.17
H  -5.068  -2.838  -2.308  0.41
H  -6.831  -2.925  -0.673  0.44
H  -7.393  -0.915  0.667  0.42
H  -5.968  1.143  0.465  0.45
H  -4.200  1.231  -1.197  0.53
O  5.114  -0.573  0.985  -0.57
N  5.157  -1.791  0.943  0.99
O  6.135  -2.444  0.645  -0.60
C  3.936  -2.517  1.274  -0.16
C  2.756  -1.819  1.427  0.06
C  1.602  -2.485  1.778  -0.16
C  1.677  -3.835  2.107  -0.41
C  2.906  -4.489  2.120  -0.59
C  4.027  -3.829  1.690  -0.40
H  2.694  -0.769  1.176  0.05
H  0.683  -1.930  1.911  0.43
H  0.773  -4.411  2.268  0.43
H  2.995  -5.504  2.479  0.39
H  4.978  -4.345  1.690  0.45
Cl  5.197  2.981  -0.138  -0.20
C  4.623  2.554  1.508  -0.03
C  4.071  3.753  2.238  -0.42
Cl  2.589  4.387  1.461  -0.16
H  5.542  2.286  2.029  0.42
H  3.932  1.725  1.429  -0.22
H  4.771  4.576  2.327  0.40
H  3.810  3.425  3.246  0.26
Cl  0.313  -5.358  -1.316  -0.20
C  0.773  -3.752  -1.901  0.25
C  0.110  -3.303  -3.178  0.27
Cl  0.290  -4.531  -4.477  -0.22
H  1.860  -3.730  -2.007  0.47
H  0.604  -3.020  -1.110  -0.51
H  0.558  -2.375  -3.521  0.02
H  -0.958  -3.136  -3.074  -0.04
Cl  1.833  -0.449  -1.896  -0.33
C  0.592  0.819  -1.934  0.14
C  0.808  1.872  -0.882  -0.66
Cl  1.139  1.200  0.747  -0.25
H  -0.393  0.369  -1.876  -0.18
H  0.717  1.350  -2.877  0.46
H  -0.054  2.520  -0.714  0.37
H  1.610  2.570  -1.122  0.42